Molecular formula: C3H12N2O
Method: DFT, ωB97M-V/def2-TZVPD

XYZ file:
```
18
Properties=species:S:1:pos:R:3
C 1.530 -0.422 0.592
C 2.314 -0.312 -0.770
C 1.348 0.410 -1.694
N 0.421 -0.604 -2.226
N 0.360 -1.369 0.635
H 2.373 -0.712 1.261
H 1.341 0.701 0.812
H 3.304 0.246 -0.567
H 2.567 -1.284 -1.051
H 1.785 1.032 -2.456
H 0.734 1.133 -1.128
H -0.488 -0.816 -1.686
H -0.009 -0.401 -3.128
H 0.400 -2.064 1.346
H -0.242 -1.309 -0.182
H -6.095 1.697 4.133
H -5.529 1.786 2.701
O -6.113 2.289 3.405
```

Calculated values
HOMO (alpha / beta) (eV): 1.3 / -5.6
Calculated total energy (eV): -8330.2015
LUMO (alpha / beta) (eV): 3.477 / 3.655
2S+1: 2
Total charge: -1
Energy relative to the best compared isomer or geometry (same formula, charge and spin) (kcal/mol): 42.4

=====

Molecular formula: C18H43BBa2F4O10
Method: DFT, ωB97M-V/def2-TZVPD

XYZ file:
```
78
Properties=species:S:1:pos:R:3
Ba -1.096 -2.269 1.296
Ba -2.237 0.779 -1.791
B 0.728 0.373 0.253
F 0.702 -0.884 -0.405
F -0.016 1.220 -0.651
F 0.045 0.131 1.491
F 1.914 0.906 0.503
C -1.287 -3.942 -2.657
C -1.925 -3.111 -1.580
O -2.586 -3.649 -0.684
O -1.636 -1.844 -1.592
H -2.061 -4.250 -3.372
H -0.867 -4.868 -2.274
H -0.556 -3.419 -3.271
C 1.642 -2.829 3.931
O 1.097 -3.340 2.720
C 1.536 -4.669 2.463
C 0.701 -5.285 1.339
O 0.432 -4.341 0.304
C 1.504 -4.243 -0.637
H 1.363 -1.779 4.024
H 2.734 -2.837 3.913
H 1.256 -3.353 4.806
H 1.352 -5.277 3.358
H 2.609 -4.708 2.262
H -0.219 -5.693 1.759
H 1.256 -6.113 0.891
H 2.455 -4.134 -0.113
H 1.328 -3.384 -1.277
H 1.539 -5.152 -1.241
C 2.589 3.869 -1.225
O 2.557 4.717 -2.341
C 1.280 5.170 -2.687
C 0.765 6.418 -1.930
O 1.783 7.297 -1.530
C 2.213 7.167 -0.200
H 2.581 2.816 -1.540
H 1.731 4.020 -0.554
H 3.479 4.049 -0.624
H 0.562 4.335 -2.548
H 1.236 5.372 -3.758
H 0.096 6.151 -1.098
H 0.164 6.997 -2.636
H 2.981 7.920 -0.036
H 2.634 6.186 0.011
H 1.388 7.395 0.490
C -0.324 0.876 6.849
O 0.208 0.128 5.755
C -0.259 0.528 4.512
C -1.545 -0.141 4.081
O -1.488 -1.579 3.871
C -1.385 -2.307 5.098
H -0.120 0.302 7.748
H -1.408 0.994 6.751
H 0.144 1.859 6.909
H 0.515 0.266 3.773
H -0.342 1.612 4.347
H -1.979 0.285 3.180
H -2.258 -0.046 4.915
H -2.272 -2.128 5.710
H -0.504 -2.030 5.671
H -1.295 -3.369 4.869
C -4.085 1.571 -4.762
O -3.248 0.456 -4.475
C -2.278 0.189 -5.513
C -1.007 -0.374 -4.961
O -0.478 0.372 -3.881
C 0.923 0.082 -3.727
H -4.539 1.456 -5.749
H -3.503 2.503 -4.821
H -4.843 1.654 -3.988
H -2.081 1.143 -6.014
H -2.720 -0.490 -6.243
H -0.312 -0.392 -5.808
H -1.106 -1.414 -4.628
H 1.450 0.265 -4.663
H 1.069 -0.946 -3.392
H 1.324 0.761 -2.977
```

Calculated values
HOMO (eV): -12.9
Calculated total energy (eV): -52766.7864
LUMO (eV): -6.218
Total charge: +2
Energy relative to the best compared isomer or geometry (same formula, charge and spin) (kcal/mol): 0.1

=====

Molecular formula: C2H4N2S2
Method: DFT, ωB97M-V/def2-TZVPD

XYZ file:
```
10
Properties=species:S:1:pos:R:3
C -0.436 -0.131 -0.135
C 0.747 0.566 0.308
H -0.066 -1.759 0.682
H -1.252 -1.781 -0.388
H -1.866 0.161 -1.425
H 2.161 1.878 0.538
N -0.998 -1.198 0.537
N -1.039 0.562 -1.055
S 1.105 2.159 -0.163
S 1.644 -0.458 1.100
```

Calculated values
HOMO (eV): -9.1
Calculated total energy (eV): -26787.4073
LUMO (eV): -0.875
Energy relative to the best compared isomer or geometry (same formula, charge and spin) (kcal/mol): 60.1

=====

Molecular formula: C4H9NS
Method: DFT, ωB97M-V/def2-TZVPD

XYZ file:
```
15
Properties=species:S:1:pos:R:3
C -0.249 0.700 1.802
N -0.052 0.887 0.385
C -0.190 -0.371 -0.332
C -0.351 0.011 -1.788
C 1.083 -1.123 -0.119
S 2.427 -1.226 -0.948
H -1.237 0.269 2.122
H 0.520 -0.043 2.077
H -0.123 1.660 2.320
H -0.797 1.520 0.092
H -1.026 -1.028 0.017
H -0.291 -0.844 -2.481
H -1.284 0.593 -2.011
H 0.468 0.728 -1.962
H 1.102 -1.733 0.825
```

Calculated values
HOMO (eV): -8.6
Calculated total energy (eV): -16617.9181
LUMO (eV): -0.062
Structure (SMILES): CN[C@@H](C)C=S
Energy relative to the best compared isomer or geometry (same formula, charge and spin) (kcal/mol): 35.4

=====

Molecular formula: C17H35F5FeGeN2O3S
Method: DFT, ωB97M-V/def2-TZVPD

XYZ file:
```
65
Properties=species:S:1:pos:R:3
Fe 0.132 0.396 0.495
C 0.121 2.731 3.217
C -0.938 1.655 3.219
C -0.904 0.831 4.549
C -2.257 2.386 3.061
O -0.788 0.833 2.070
Ge -2.206 -0.428 1.540
O -0.719 -1.613 0.873
C -0.288 -2.863 1.456
C 0.651 -3.701 0.556
C -1.540 -3.789 1.572
C 0.401 -2.605 2.834
O -1.829 0.452 -0.195
C -2.709 -0.001 -1.389
C -2.667 -1.539 -1.769
C -2.230 0.869 -2.512
C -4.167 0.275 -1.023
H 0.171 3.367 4.075
H 1.079 2.201 3.227
H 0.073 3.340 2.329
H -1.142 1.557 5.364
H -1.745 0.089 4.494
H 0.060 0.374 4.617
H -2.451 2.977 3.983
H -2.295 3.103 2.227
H -3.074 1.687 2.880
H 0.291 -3.754 -0.446
H 1.654 -3.248 0.486
H 0.837 -4.666 0.994
H -2.038 -3.988 0.610
H -1.166 -4.730 2.017
H -2.294 -3.316 2.172
H 1.191 -1.803 2.920
H -0.361 -2.346 3.506
H 0.707 -3.560 3.267
H -1.662 -1.802 -2.135
H -2.831 -2.117 -0.841
H -3.375 -1.922 -2.459
H -3.037 0.963 -3.301
H -1.965 1.870 -2.100
H -1.351 0.418 -2.899
H -4.635 -0.458 -0.332
H -4.166 1.281 -0.604
H -4.852 0.239 -1.843
C 0.968 1.272 -4.432
N 1.359 1.303 -3.030
C 2.109 0.424 -2.410
S 2.071 0.274 -0.595
N 2.914 -0.416 -3.051
C 3.608 0.003 -4.369
H -0.038 1.652 -4.572
H 0.815 0.228 -4.779
H 1.648 1.894 -5.073
H 1.109 2.091 -2.368
H 3.427 -1.097 -2.572
H 3.047 -0.471 -5.222
H 4.612 -0.439 -4.294
H 3.708 1.104 -4.471
F 2.821 2.950 -0.241
C 3.130 1.687 0.141
F 2.870 1.565 1.484
C 4.688 1.555 -0.188
F 5.317 2.621 0.369
F 5.180 0.465 0.442
F 4.951 1.688 -1.533
```

Calculated values
HOMO (alpha / beta) (eV): -14.5 / -14.5
Calculated total energy (eV): -142629.6098
LUMO (alpha / beta) (eV): -7.874 / -8.030
2S+1: 5
Total charge: +2

=====

Molecular formula: H3NP2
Method: DFT, ωB97M-V/def2-TZVPD

XYZ file:
```
6
Properties=species:S:1:pos:R:3
H 2.676 -0.218 -0.489
P 1.279 -0.741 -0.524
N 0.575 0.656 -0.330
P -1.417 0.735 0.199
H -1.238 0.197 1.450
H -1.875 -0.628 -0.306
```

Calculated values
HOMO (eV): -9.0
Calculated total energy (eV): -20113.6253
LUMO (eV): -0.458
Structure (SMILES): [H]/P=N/P
Energy relative to the best compared isomer or geometry (same formula, charge and spin) (kcal/mol): 17.0